1.
Here is a molecular structure, C4H10InO2 at a distorted geometry from the OMol25 dataset. Energies are from ωB97M-V/def2-TZVPD.

```
17
Properties=species:S:1:pos:R:3:lowdin_spin:R:1
H 2.3616 -1.1306 -1.7901 0.0000
C 1.8670 1.5501 -1.7723 0.0202
O 0.6629 0.9539 -1.2988 0.1476
C 0.3623 -0.3250 -1.8673 0.0085
C 1.5888 -0.9001 -2.5363 0.0045
H 2.0257 2.5032 -1.2559 0.0109
H 2.7153 0.8838 -1.5633 0.0004
H 1.7922 1.7584 -2.8483 0.0005
H -0.4609 -0.3764 -2.5968 0.0005
H 1.9853 -0.2435 -3.3242 0.0002
H 1.3167 -1.8432 -3.0274 0.0019
H -0.0732 -0.9988 -1.0504 0.0013
C -2.2067 -0.4904 -0.1292 0.0192
O -1.8778 0.6807 -0.3050 0.1423
In -0.2402 1.6760 0.3171 0.6371
H -3.2634 -0.7719 -0.2641 0.0033
H -1.5473 -1.2886 0.2539 0.0016
```

Total charge   +2
Energy relative to the best compared isomer or geometry (same formula, charge and spin)   0.0 kJ/mol
Largest force on an atom   0.06591 Eh/bohr
Multiplicity   2
HOMO energy (alpha / beta)   -19.6 / -19.6 eV
Frontier orbital gap (alpha / beta)   9.912 / 6.902 eV

=====

2.
Here is a molecular structure, C4H10KO2 at a distorted geometry from the OMol25 dataset. Energies are from ωB97M-V/def2-TZVPD.

```
17
Properties=species:S:1:pos:R:3:lowdin_spin:R:1
K 0.2199 0.2851 3.2157 0.0002
C -2.1919 -0.7582 0.1381 0.0679
O -1.2018 0.2325 0.4018 0.4750
C -0.5617 0.7133 -0.7223 0.0969
C 0.6684 1.2525 -0.1172 0.0540
O 1.5703 0.4035 0.6115 0.1234
C 1.9973 -0.8051 -0.0958 0.0145
H -1.6703 -1.7119 0.0576 0.0386
H -2.8080 -0.5648 -0.7400 0.0128
H -2.7200 -0.9212 1.0776 0.0098
H -1.2378 1.4461 -1.1628 0.0470
H -0.2677 0.0139 -1.5049 0.0194
H 0.4921 2.1093 0.5332 0.0010
H 1.2975 1.5347 -0.9614 0.0265
H 2.3349 -0.6489 -1.1204 0.0061
H 1.2029 -1.5510 -0.1199 0.0069
H 2.8757 -1.0298 0.5093 0.0000
```

Total charge   +2
Energy relative to the best compared isomer or geometry (same formula, charge and spin)   0.0 kJ/mol
Largest force on an atom   0.07167 Eh/bohr
Multiplicity   2
HOMO energy (alpha / beta)   -19.3 / -18.4 eV
Frontier orbital gap (alpha / beta)   12.011 / 4.900 eV

=====

3.
Here is a single C4H10N molecule from the OMol25 dataset. Energies are from ωB97M-V/def2-TZVPD.

```
15
Properties=species:S:1:pos:R:3:lowdin_spin:R:1
C 1.1369 -0.4588 -0.3379 0.1272
N -0.1483 -1.2157 -0.2211 0.1956
C -1.2081 -0.2529 0.2047 0.1239
C -0.4547 0.9733 0.6929 0.0244
C 0.7231 1.0130 -0.2616 0.0243
H 1.6081 -0.7585 -1.2708 0.0450
H 1.7696 -0.7027 0.5124 0.0274
H -0.3935 -1.6460 -1.1669 0.1866
H -0.0384 -2.0073 0.4618 0.1499
H -1.7485 0.0235 -0.6985 0.0360
H -1.9216 -0.6954 0.8907 0.0313
H -0.2007 0.8842 1.7524 0.0078
H -1.0433 1.8867 0.6466 0.0053
H 0.3609 1.3145 -1.2460 0.0117
H 1.5585 1.6421 0.0413 0.0035
```

Energy relative to the best compared isomer or geometry (same formula, charge and spin)   98.1 kJ/mol
Largest force on an atom   0.01334 Eh/bohr
Multiplicity   2
HOMO energy (alpha / beta)   -3.4 / -12.4 eV
Frontier orbital gap (alpha / beta)   4.491 / 13.211 eV

=====

4.
Here is a gas-phase ion, C4H10N (charge +1) at a distorted geometry from the OMol25 dataset. Energies are from ωB97M-V/def2-TZVPD.

```
15
Properties=species:S:1:pos:R:3:nbo_charge:R:1
C 2.0996 0.1644 0.0304 -0.6964
C 0.7255 0.7880 0.1297 0.3143
N -0.4012 0.1019 0.0076 -0.2332
C -1.6906 0.7685 -0.0371 -0.4483
C -0.4800 -1.3326 0.0969 -0.4506
H 2.6355 0.0057 0.9218 0.2815
H 2.7072 0.6375 -0.7283 0.2830
H 1.8402 -0.8243 -0.5472 0.2447
H 0.4116 1.8328 0.1453 0.2238
H -1.4092 1.8678 -0.1565 0.2270
H -2.3994 0.6682 -0.8486 0.2650
H -2.3923 0.4680 0.7691 0.2544
H -1.4077 -1.6982 0.4766 0.2490
H -0.5049 -1.6158 -0.9238 0.2399
H 0.2657 -1.8320 0.6641 0.2459
```

Total charge   +1
Energy relative to the best compared isomer or geometry (same formula, charge and spin)   165.6 kJ/mol
Largest force on an atom   0.08617 Eh/bohr
Structure (SMILES)   CC=[N+](C)C
HOMO energy   -16.3 eV
Frontier orbital gap   11.498 eV

=====

5.
Here is 2 unconnected molecules or ions with the total composition C4H10N at a distorted geometry from the OMol25 dataset. Energies are from ωB97M-V/def2-TZVPD.

```
15
Properties=species:S:1:pos:R:3:nbo_charge:R:1
C 0.1332 -0.1535 -1.1033 -0.3962
N -0.3954 -0.5744 0.1031 0.2074
C -0.5349 0.4634 0.9802 -0.3871
C 0.4256 1.5935 0.5696 -0.4251
C 0.9224 1.2079 -0.8641 -0.4271
H -0.5181 -0.2230 -1.9941 0.3644
H 0.9714 -0.8164 -1.3813 0.3497
H -1.1340 -5.0307 0.9322 0.0050
H -1.6854 -4.8403 0.4545 -0.0047
H -1.5562 0.8936 0.9230 0.3994
H -0.5660 0.1583 2.0446 0.3142
H 1.3067 1.7562 1.1856 0.2610
H -0.1518 2.5149 0.5404 0.2422
H 0.7898 2.0614 -1.5341 0.2598
H 1.9927 0.9890 -0.8563 0.2372
```

Total charge   +1
Energy relative to the best compared isomer or geometry (same formula, charge and spin)   528.1 kJ/mol
Largest force on an atom   0.06800 Eh/bohr
HOMO energy   -16.6 eV
Frontier orbital gap   8.060 eV

=====

6.
Here is 2 unconnected molecules or ions with the total composition C4H10N at a distorted geometry from the OMol25 dataset. Energies are from ωB97M-V/def2-TZVPD.

```
15
Properties=species:S:1:pos:R:3:lowdin_spin:R:1
C 3.1653 -0.9866 -1.8290 0.0000
N 3.0285 -1.9547 -1.0196 0.0000
H 2.3919 -0.7505 -2.5512 0.0000
H 4.0828 -0.4020 -1.7962 0.0000
H 3.7916 -2.2414 -0.4069 0.0000
H 2.1412 -2.4249 -0.8593 0.0000
C -3.2360 0.4621 1.2733 0.0535
C -2.1770 1.4413 1.2283 0.2368
C -1.0519 1.3633 0.3987 0.5947
H -4.1320 0.9028 1.7148 -0.0007
H -3.2571 -0.1449 0.3720 0.0034
H -2.9515 -0.2857 2.0508 0.0216
H -2.1840 2.2513 1.9667 0.0233
H -0.8269 2.0078 -0.4453 0.0308
H -0.3070 0.5875 0.5191 0.0366
```

Total charge   +2
Energy relative to the best compared isomer or geometry (same formula, charge and spin)   16.4 kJ/mol
Largest force on an atom   0.02222 Eh/bohr
Multiplicity   2
HOMO energy (alpha / beta)   -17.9 / -21.6 eV
Frontier orbital gap (alpha / beta)   8.385 / 11.757 eV

=====

7.
Here is 2 unconnected molecules or ions with the total composition C4H10N2 at a distorted geometry from the OMol25 dataset. Energies are from ωB97M-V/def2-TZVPD.

```
16
Properties=species:S:1:pos:R:3:lowdin_spin:R:1
C 1.0430 -2.0492 0.1677 0.0652
C 2.2524 -1.0801 0.3212 0.0482
C 2.4690 -0.2092 1.3178 0.1338
H 1.4781 -3.0898 0.1934 0.0073
H 0.2499 -1.9634 0.9881 0.0347
H 0.6191 -1.8286 -0.8189 0.0144
H 3.0829 -1.1064 -0.6186 0.0048
H 3.3133 0.4514 1.4706 0.0193
H 1.7703 -0.2945 2.2165 0.0468
N -2.3015 1.3694 0.5232 0.0914
C -1.5951 1.4008 -0.7674 0.2421
N -1.8892 0.6578 -1.7555 0.0290
H -2.3435 0.4799 1.0089 0.0672
H -2.0651 2.1996 1.0611 0.0999
H -0.6544 1.9896 -0.7221 0.0656
H -1.1312 0.5982 -2.3888 0.0301
```

Total charge   -1
Energy relative to the best compared isomer or geometry (same formula, charge and spin)   136.1 kJ/mol
Largest force on an atom   0.06957 Eh/bohr
Multiplicity   2
HOMO energy (alpha / beta)   1.3 / -5.5 eV
Frontier orbital gap (alpha / beta)   2.914 / 9.429 eV

=====

8.
Here is 2 unconnected molecules or ions with the total composition C4H10N2 from the OMol25 dataset. Energies are from ωB97M-V/def2-TZVPD.

```
16
Properties=species:S:1:pos:R:3:nbo_charge:R:1
C -0.7763 -1.4332 -1.6740 -0.0557
N -0.3185 -0.2630 -1.6247 -0.3935
C 1.1320 -0.1334 -1.6575 -0.4576
H -1.8342 -1.5998 -1.4800 0.1680
H -0.1555 -2.3025 -1.9234 0.1362
H 1.5342 -0.1386 -2.6739 0.1998
H 1.5836 -0.8535 -0.9794 0.2035
H 1.3979 0.8527 -1.2783 0.2001
C -0.2403 -0.3454 2.3657 -0.0585
N 0.3330 0.3056 1.4572 -0.3899
C -0.2848 1.5772 1.0755 -0.4574
H 0.1634 -1.3022 2.6889 0.1666
H -1.1679 -0.0326 2.8575 0.1338
H 0.2716 2.0418 0.2651 0.2022
H -0.3675 2.2447 1.9320 0.1940
H -1.2707 1.3820 0.6491 0.2085
```

Energy relative to the best compared isomer or geometry (same formula, charge and spin)   229.0 kJ/mol
Largest force on an atom   0.01423 Eh/bohr
Structure (SMILES)   C=NC.C=NC
HOMO energy   -9.4 eV
Frontier orbital gap   10.530 eV